(1)
This record from the Open Molecules 2025 dataset describes a 11-piece molecular cluster, C11H33N11O22 overall at a distorted geometry. The level of theory is ωB97M-V with the def2-TZVPD basis set.

The calculation puts the frontier orbital gap (spin up / spin down) at 0.0805 / 0.2151 Ha. The energy above the lowest of the compared OMol25 structures with the same formula, charge and spin comes out at 0.305 eV. The LUMO energy (spin up / spin down) is 1.055 / 1.066 eV. For the calculated total energy, the calculation gives -2695.45313 a.u. Its largest force on an atom is 3.6 eV/Å.

Structure (ORCA input):
```
! RIJCOSX wB97M-V def2-TZVPD def2/J DEFGRID3
* xyz -1 2
C -13.508 25.202 23.688
N -13.584 23.793 23.259
O -14.657 23.387 22.807
O -12.534 23.157 23.294
H -12.497 25.280 24.087
H -14.179 25.320 24.539
H -13.759 25.759 22.785
C -13.591 29.116 22.829
N -14.388 29.056 21.609
O -14.800 30.074 21.010
O -14.726 27.940 21.214
H -13.221 28.110 23.030
H -14.261 29.340 23.658
H -12.839 29.899 22.728
C -17.499 24.371 22.463
N -18.654 24.167 21.597
O -19.364 25.143 21.460
O -18.800 23.063 21.056
H -16.649 24.741 21.889
H -17.243 23.364 22.794
H -17.806 25.145 23.167
C -16.785 20.650 21.886
N -17.900 20.430 22.872
O -18.062 21.300 23.687
O -18.644 19.441 22.781
H -15.798 20.297 22.184
H -16.778 21.738 21.819
H -16.991 20.311 20.871
C -17.296 29.056 25.992
N -16.611 28.464 24.781
O -17.031 28.711 23.640
O -15.547 27.830 24.915
H -17.897 29.930 25.741
H -16.431 29.391 26.563
H -17.763 28.297 26.620
C -9.922 23.869 25.969
N -9.924 22.471 26.456
O -9.674 22.229 27.628
O -10.170 21.645 25.567
H -8.961 23.980 25.468
H -10.137 24.577 26.769
H -10.704 24.033 25.228
C -9.210 22.539 22.715
N -8.291 23.019 21.614
O -7.199 22.470 21.540
O -8.696 23.957 20.932
H -9.963 23.287 22.961
H -8.583 22.434 23.600
H -9.535 21.557 22.370
C -8.946 27.645 22.216
N -10.079 26.667 22.077
O -10.037 25.662 22.805
O -10.915 26.830 21.192
H -8.167 27.360 21.509
H -8.494 27.652 23.208
H -9.331 28.587 21.826
C -18.087 23.508 26.539
N -17.444 24.687 25.960
O -18.132 25.678 25.775
O -16.263 24.614 25.749
H -18.100 23.512 27.629
H -17.701 22.530 26.251
H -19.148 23.564 26.299
C -12.846 24.799 19.223
N -13.037 25.411 17.863
O -12.442 26.388 17.538
O -13.787 24.814 17.102
H -13.161 23.759 19.136
H -13.559 25.306 19.873
H -11.801 24.910 19.514
C -12.549 20.105 21.673
N -12.898 19.596 20.312
O -14.002 19.777 19.862
O -12.011 18.948 19.814
H -11.461 20.136 21.728
H -12.766 19.319 22.395
H -13.082 21.035 21.871
*
```

(2)
This record from the Open Molecules 2025 dataset describes one molecule with the formula C5H7NO at a distorted geometry. The level of theory is ωB97M-V with the def2-TZVPD basis set.

The structure (SMILES) is C[C@H](C#N)/C=C\O. The calculation puts the frontier orbital gap at 0.3688 Ha. The energy above the lowest of the compared OMol25 structures with the same formula, charge and spin comes out at 1.078 eV. The LUMO energy is 0.800 eV. For the calculated total energy, the calculation gives -324.68484 a.u. Its largest force on an atom is 1.2 eV/Å.

Structure (ORCA input):
```
! RIJCOSX wB97M-V def2-TZVPD def2/J DEFGRID3
* xyz 0 1
C 1.830 -0.190 0.484
C 0.433 0.445 0.387
C -0.431 -0.103 1.445
N -1.126 -0.539 2.262
C -0.164 0.265 -0.993
C -1.417 -0.030 -1.357
O -2.517 -0.265 -0.614
H 2.279 -0.016 1.466
H 2.480 0.252 -0.278
H 1.774 -1.268 0.306
H 0.526 1.519 0.603
H 0.545 0.417 -1.802
H -1.664 -0.104 -2.412
H -2.320 -0.286 0.335
*
```

(3)
This record from the Open Molecules 2025 dataset describes C6H17BrNa2O7PS as an isolated structure at a distorted geometry. The level of theory is ωB97M-V with the def2-TZVPD basis set.

The calculation puts the frontier orbital gap at 0.2072 Ha. The LUMO energy is -5.102 eV. For the calculated total energy, the calculation gives -4403.47073 a.u. Its largest force on an atom is 3.1 eV/Å.

Structure (ORCA input):
```
! RIJCOSX wB97M-V def2-TZVPD def2/J DEFGRID3
* xyz 1 1
Na 28.455 -6.959 -36.839
Na 33.077 -7.939 -35.001
Br 29.801 -10.329 -34.883
O 26.754 -13.947 -28.608
S 27.710 -13.474 -29.619
O 28.994 -12.918 -29.207
O 28.101 -14.777 -30.567
C 29.020 -14.590 -31.607
C 29.678 -15.963 -31.947
C 26.882 -12.313 -30.802
H 29.791 -13.869 -31.336
H 28.507 -14.027 -32.387
H 30.158 -16.572 -31.181
H 30.428 -15.665 -32.680
H 28.984 -16.417 -32.654
H 26.113 -13.013 -31.128
H 27.530 -11.899 -31.575
H 26.363 -11.511 -30.277
C 23.481 -9.758 -42.183
O 24.376 -8.898 -41.444
P 25.674 -9.540 -40.658
O 26.604 -8.591 -39.969
O 24.893 -10.512 -39.554
C 25.593 -11.556 -38.902
O 26.331 -10.612 -41.677
C 26.695 -10.112 -43.012
H 23.682 -10.802 -41.944
H 23.551 -9.556 -43.252
H 22.482 -9.513 -41.822
H 24.997 -12.155 -38.213
H 26.396 -10.991 -38.429
H 26.136 -12.373 -39.377
H 27.168 -10.918 -43.573
H 27.448 -9.326 -42.957
H 25.802 -9.685 -43.469
*
```

Copy entry 3 word for word.
This record from the Open Molecules 2025 dataset describes C6H17BrNa2O7PS as an isolated structure at a distorted geometry. The level of theory is ωB97M-V with the def2-TZVPD basis set.

The calculation puts the frontier orbital gap at 0.2072 Ha. The LUMO energy is -5.102 eV. For the calculated total energy, the calculation gives -4403.47073 a.u. Its largest force on an atom is 3.1 eV/Å.

Structure (ORCA input):
```
! RIJCOSX wB97M-V def2-TZVPD def2/J DEFGRID3
* xyz 1 1
Na 28.455 -6.959 -36.839
Na 33.077 -7.939 -35.001
Br 29.801 -10.329 -34.883
O 26.754 -13.947 -28.608
S 27.710 -13.474 -29.619
O 28.994 -12.918 -29.207
O 28.101 -14.777 -30.567
C 29.020 -14.590 -31.607
C 29.678 -15.963 -31.947
C 26.882 -12.313 -30.802
H 29.791 -13.869 -31.336
H 28.507 -14.027 -32.387
H 30.158 -16.572 -31.181
H 30.428 -15.665 -32.680
H 28.984 -16.417 -32.654
H 26.113 -13.013 -31.128
H 27.530 -11.899 -31.575
H 26.363 -11.511 -30.277
C 23.481 -9.758 -42.183
O 24.376 -8.898 -41.444
P 25.674 -9.540 -40.658
O 26.604 -8.591 -39.969
O 24.893 -10.512 -39.554
C 25.593 -11.556 -38.902
O 26.331 -10.612 -41.677
C 26.695 -10.112 -43.012
H 23.682 -10.802 -41.944
H 23.551 -9.556 -43.252
H 22.482 -9.513 -41.822
H 24.997 -12.155 -38.213
H 26.396 -10.991 -38.429
H 26.136 -12.373 -39.377
H 27.168 -10.918 -43.573
H 27.448 -9.326 -42.957
H 25.802 -9.685 -43.469
*
```